{"formula": "C3H2F2", "method": "ωB97M-V/def2-TZVPD", "energy_ha": -315.0283, "multiplicity": 1, "homo_lumo_gap_ev": 7.69, "lumo_energy_ev": -1.536, "elements": ["C", "C", "C", "F", "F", "H", "H"], "xyz": [[-1.197, 0.428, -0.045], [-1.347, -0.881, -0.089], [-0.042, -0.399, -0.217], [-2.150, -1.951, -0.045], [-3.343, 1.555, 0.133], [-1.870, 1.307, 0.268], [0.952, -0.231, 0.029]], "forces_ev_per_angstrom": [[0.99, 0.89, 0.50], [0.87, -3.55, -1.04], [-5.20, 0.27, 1.30], [1.76, 2.19, 0.00], [1.37, -0.13, 0.25], [-1.69, 0.70, -0.62], [1.90, -0.36, -0.39]]}